(1)
{
  "formula": "C5H10N2O",
  "method": "wB97M-V/def2-TZVPD",
  "smiles": "CN=C(C)C.N=C=O",
  "homo_ev": -9.6,
  "elements": ["C", "C", "C", "C", "C", "N", "N", "O", "H", "H", "H", "H", "H", "H", "H", "H", "H", "H"],
  "xyz": [[-4.343, 0.098, -0.093], [0.089, 1.873, 0.573], [1.556, -0.119, 0.303], [-0.939, -1.714, -0.426], [0.144, 0.376, 0.215], [-3.284, 0.607, 0.010], [-0.850, -0.262, -0.133], [-5.475, -0.190, -0.314], [0.710, 1.953, 1.499], [0.449, 2.389, -0.324], [-1.009, 2.253, 0.620], [1.734, -0.607, 1.233], [2.346, 0.780, 0.351], [1.870, -0.810, -0.534], [0.008, -2.053, -0.349], [-1.667, -2.105, 0.211], [-1.506, -1.721, -1.383], [-2.203, 0.358, 0.018]],
  "nbo_charge": [0.8054, -0.6716, -0.7123, -0.4289, 0.3574, -0.7965, -0.4458, -0.5868, 0.2282, 0.2348, 0.2438, 0.2386, 0.2315, 0.2344, 0.1939, 0.2194, 0.2245, 0.4300]
}

=====

(2)
{
  "formula": "C16H40NO10P",
  "method": "wB97M-V/def2-TZVPD",
  "smiles": "CCOCOC(=O)O[PH2]=N.COCCOC.COCCOC.COCCOC",
  "homo_ev": -8.9,
  "elements": ["C", "C", "O", "C", "O", "C", "O", "O", "P", "N", "H", "H", "H", "H", "H", "H", "H", "H", "H", "H", "C", "O", "C", "C", "O", "C", "H", "H", "H", "H", "H", "H", "H", "H", "H", "H", "C", "O", "C", "C", "O", "C", "H", "H", "H", "H", "H", "H", "H", "H", "H", "H", "C", "O", "C", "C", "O", "C", "H", "H", "H", "H", "H", "H", "H", "H", "H", "H"],
  "xyz": [[-5.260, 0.181, 4.445], [-5.883, 0.805, 3.179], [-5.101, 0.633, 2.002], [-5.145, -0.661, 1.514], [-3.847, -1.183, 1.221], [-2.832, -0.617, 1.933], [-2.357, -1.201, 2.798], [-2.330, 0.602, 1.613], [-2.635, 1.215, 0.079], [-3.188, 2.672, 0.217], [-4.435, -0.501, 4.247], [-4.875, 0.964, 5.097], [-6.043, -0.330, 5.007], [-6.915, 0.467, 3.047], [-5.947, 1.879, 3.339], [-5.694, -0.644, 0.564], [-5.690, -1.353, 2.162], [-1.414, 1.223, -0.632], [-3.554, 0.445, -0.654], [-2.522, 3.287, -0.245], [3.692, 0.090, -1.287], [4.019, 1.467, -1.377], [3.203, 2.170, -2.302], [2.107, 2.946, -1.602], [1.176, 2.079, -0.966], [1.406, 1.970, 0.431], [4.172, -0.312, -0.395], [2.615, -0.071, -1.207], [4.077, -0.442, -2.163], [2.777, 1.486, -3.042], [3.851, 2.877, -2.831], [1.551, 3.521, -2.350], [2.531, 3.652, -0.882], [1.048, 2.873, 0.938], [2.463, 1.818, 0.661], [0.843, 1.114, 0.803], [4.086, -1.926, 3.222], [5.190, -2.070, 2.343], [5.947, -0.875, 2.204], [7.205, -0.909, 3.048], [6.905, -0.920, 4.436], [6.999, -2.212, 5.011], [3.722, -2.922, 3.469], [4.365, -1.415, 4.147], [3.281, -1.370, 2.728], [5.338, 0.000, 2.452], [6.233, -0.799, 1.150], [7.782, 0.000, 2.852], [7.827, -1.767, 2.779], [8.051, -2.486, 5.152], [6.505, -2.968, 4.398], [6.513, -2.181, 5.986], [-3.768, -0.358, -6.788], [-2.789, -1.204, -6.206], [-1.887, -0.507, -5.361], [-2.243, -0.680, -3.898], [-3.489, -0.071, -3.585], [-4.551, -1.009, -3.513], [-4.553, -0.990, -7.202], [-4.213, 0.317, -6.053], [-3.324, 0.228, -7.600], [-1.851, 0.555, -5.624], [-0.893, -0.931, -5.533], [-1.479, -0.181, -3.292], [-2.251, -1.740, -3.625], [-4.493, -1.572, -2.574], [-4.538, -1.704, -4.355], [-5.489, -0.455, -3.531]],
  "nbo_charge": [-0.6599, -0.0684, -0.5335, 0.2279, -0.5553, 0.9895, -0.5380, -0.7429, 1.5262, -1.2924, 0.2299, 0.2200, 0.2114, 0.1676, 0.2053, 0.1625, 0.1630, -0.0480, -0.0395, 0.3690, -0.2556, -0.5514, -0.0882, -0.0886, -0.5600, -0.2609, 0.1918, 0.1779, 0.1686, 0.1731, 0.1860, 0.1848, 0.1782, 0.1742, 0.1841, 0.1897, -0.2552, -0.5537, -0.0907, -0.0885, -0.5510, -0.2554, 0.1911, 0.1809, 0.1668, 0.1759, 0.1835, 0.1852, 0.1746, 0.1671, 0.1797, 0.1902, -0.2558, -0.5507, -0.0887, -0.0909, -0.5560, -0.2581, 0.1906, 0.1799, 0.1684, 0.1760, 0.1853, 0.1822, 0.1772, 0.1653, 0.1845, 0.1924]
}

=====

(3)
{
  "formula": "C15H22GdN8S7Sb",
  "method": "wB97M-V/def2-TZVPD",
  "charge": 1,
  "homo_ev": [-10.4, -10.3],
  "multiplicity": 7,
  "elements": ["Gd", "C", "C", "N", "N", "C", "N", "S", "C", "C", "C", "C", "C", "N", "H", "H", "H", "H", "H", "H", "H", "H", "H", "H", "S", "Sb", "S", "S", "C", "C", "C", "N", "N", "C", "N", "S", "H", "H", "H", "H", "H", "H", "H", "S", "C", "N", "C", "C", "S", "H", "H", "H", "H", "H"],
  "xyz": [[-0.356, -0.105, 0.122], [-4.466, 2.177, -1.537], [-3.057, 1.698, -1.358], [-2.448, 1.660, -0.223], [-3.070, 2.072, 0.907], [-2.368, 2.210, 2.062], [-3.061, 2.432, 3.185], [-0.698, 2.236, 2.047], [-2.277, 1.260, -2.526], [-2.891, 0.972, -3.744], [-2.121, 0.558, -4.817], [-0.746, 0.519, -4.664], [-0.210, 0.830, -3.420], [-0.943, 1.139, -2.353], [-4.675, 3.016, -0.877], [-5.174, 1.376, -1.316], [-4.632, 2.514, -2.555], [-4.088, 2.087, 0.947], [-4.045, 2.219, 3.255], [-2.535, 2.498, 4.042], [-3.961, 1.027, -3.858], [-2.594, 0.293, -5.750], [-0.105, 0.233, -5.483], [0.864, 0.809, -3.273], [-0.064, -3.302, 0.730], [-2.338, -2.992, 0.068], [-2.573, -1.024, 1.434], [-1.379, -1.818, -1.826], [3.444, 2.876, 3.660], [3.472, 2.058, 2.368], [2.684, 0.812, 2.486], [1.692, 0.493, 1.735], [1.097, -0.685, 2.052], [1.656, -1.285, 3.076], [1.217, -2.430, 3.599], [3.009, -0.385, 3.726], [4.084, 3.747, 3.553], [3.805, 2.285, 4.500], [2.434, 3.213, 3.877], [4.507, 1.802, 2.136], [3.062, 2.638, 1.541], [0.580, -2.976, 3.025], [1.752, -2.896, 4.311], [2.177, -0.101, -1.219], [2.403, -1.761, -1.125], [1.917, -2.623, -2.004], [2.195, -4.032, -1.831], [3.238, -4.171, -0.719], [3.434, -2.515, 0.043], [1.187, -2.337, -2.649], [2.572, -4.449, -2.770], [1.265, -4.545, -1.559], [4.216, -4.472, -1.095], [2.913, -4.856, 0.061]],
  "mulliken_spin": [4.8625, -0.0010, 0.0053, 0.0078, 0.0001, 0.0018, -0.0007, 0.0001, -0.0071, 0.0179, -0.0037, 0.0024, 0.0008, 0.0117, 0.0000, 0.0001, -0.0004, 0.0002, -0.0001, -0.0003, -0.0037, -0.0001, -0.0003, -0.0015, 0.6537, -0.0459, 0.0693, 0.4046, 0.0001, 0.0002, -0.0015, 0.0022, 0.0062, 0.0061, -0.0079, -0.0004, 0.0000, 0.0000, 0.0000, 0.0000, 0.0000, 0.0092, -0.0027, 0.0075, -0.0011, 0.0056, 0.0039, -0.0020, 0.0028, -0.0022, 0.0003, -0.0008, -0.0005, 0.0014]
}

=====

ΔE to the lowest compared entry with this formula, charge and spin, record by record: 1.748 0.876 1.077 eV
E_tot, record by record: -381.22120 -1781.93544 -4815.94473 Ha